No. 1
Computed, not measured: 2 unconnected molecules or ions with the total composition C5H6Si, with ωB97M-V with the def2-TZVPD basis set.

Geometry as XYZ:
```
12
Properties=species:S:1:pos:R:3:mulliken_charge:R:1
H -2.9370 0.0469 1.6635 0.415
C 2.3419 -0.2280 -0.4751 -0.282
Si -0.9304 -0.6020 -0.2175 0.263
H 0.7984 -1.0913 1.7073 0.056
C 0.9377 -0.2030 0.1797 -0.375
H 2.0383 1.7714 0.4509 0.337
H -1.3619 -1.4957 -1.2626 -0.128
H -2.0902 1.9667 -0.4196 0.332
C 1.8300 0.8005 0.1014 -0.230
C -1.9894 0.8927 -0.1498 -0.489
H 3.0823 -0.8008 -0.9274 0.415
C -2.2418 0.0120 0.8532 -0.314
```

Results
- Molecular weight: 94.2 g mol⁻¹
- Frontier orbital gap (spin up / spin down): 8.8 / 8.8 eV
- Charge: 0
- E: -13151.8143 eV



No. 2
Computed, not measured: a molecular structure, C30H31BF6FeO2S, with ωB97M-V with the def2-TZVPD basis set.

Geometry as XYZ:
```
72
Properties=species:S:1:pos:R:3:lowdin_spin:R:1
H -0.5542 3.4261 -1.3996 0.005
H 0.6302 2.0708 1.9183 0.000
H -1.0996 -1.9461 1.3610 0.005
C 3.6463 -3.1841 -0.6220 0.015
H 4.5910 -4.4274 2.2129 0.002
C -1.1817 -2.0397 -2.4903 -0.002
H -2.8477 -3.3866 -2.2873 0.004
C -2.8851 4.0331 0.9971 0.017
C -3.3418 1.6500 -2.0997 -0.004
C -0.5634 1.0904 0.4158 0.464
H 1.6573 0.9936 3.0260 0.004
C 1.9018 -1.7538 0.0438 0.307
O 0.9865 -0.3606 1.7013 0.094
C 2.8993 1.0207 -0.0526 0.016
F -2.2594 -2.6768 -4.5227 0.000
H -5.1299 1.4875 1.1429 0.008
C -2.0904 -2.7098 -0.3903 0.000
C -3.8421 4.4140 -0.0268 0.059
H -1.0614 0.4205 1.1381 0.017
H 4.4297 -3.6131 -1.2575 0.002
H 3.3542 -5.5710 1.6382 0.000
H 4.0594 -1.1292 1.0623 0.000
S 2.0287 -2.8837 1.3448 0.018
H 4.8143 -5.2517 0.6368 0.001
H 5.2427 0.2003 1.0016 0.000
F -4.1016 -2.4872 0.8540 -0.002
C -0.2251 -1.2726 -1.8442 0.088
H 2.8228 2.8174 2.1410 0.000
C 4.3621 -0.1873 1.5276 0.002
F -0.0479 -2.6375 -4.4787 -0.002
C 4.0764 -4.8081 1.3177 0.008
C -1.3894 2.7366 -1.4405 0.049
C -1.1812 -2.0338 -3.9920 -0.003
H -2.0650 4.6449 1.3642 0.004
C 2.0876 0.2127 2.3736 0.008
H 3.6385 0.5066 -0.6974 0.007
C -1.4403 1.4714 -0.7141 0.011
C -3.1643 -3.3934 0.4118 -0.003
H -2.9434 -0.1844 -0.8335 0.009
C 3.3797 -3.7119 0.6226 0.033
Fe -3.0615 2.6309 -0.3997 1.801
H -0.6024 3.1546 1.1815 0.014
C -0.1652 -1.2811 -0.4567 0.106
O 1.6178 0.6120 -0.4658 0.127
C 3.6743 2.1315 2.0347 0.000
F -2.6500 -4.0029 1.5228 -0.001
H 4.4173 2.5990 1.3808 0.000
C 3.2193 0.7936 1.4624 0.001
H 0.4724 -0.6668 -2.4165 0.004
H 0.7458 2.6887 0.1998 0.007
H 4.1342 1.9968 3.0271 0.000
C -1.1148 -1.9842 0.2769 0.086
H -4.2427 1.3858 -2.6399 -0.002
C -2.6684 0.8206 -1.1329 0.117
H 2.4937 -0.5772 3.0321 0.003
C 0.0870 2.3122 1.0016 0.042
H -3.8328 5.3528 -0.5768 0.007
C -2.1057 -2.7857 -1.7748 0.082
H 4.6301 -0.3941 2.5715 0.000
C -3.3165 2.7657 1.5656 0.016
C 2.7853 -2.0738 -0.9722 0.055
C -4.5310 2.3561 0.8813 0.062
F -1.1883 -0.7510 -4.4803 -0.001
B 0.8929 -0.3411 0.2797 0.200
C -4.8648 3.3828 -0.0943 -0.010
H 2.9439 2.0949 -0.2960 0.002
H 2.8035 -1.6060 -1.9445 0.002
H -5.7588 3.4097 -0.7141 -0.002
H -2.8762 2.2724 2.4283 0.001
F -3.8330 -4.3381 -0.3133 0.000
C -2.5509 2.8397 -2.2935 0.039
H -2.7477 3.6553 -2.9790 0.004
```

Results
- Molecular weight: 636.3 g mol⁻¹
- Frontier orbital gap (spin up / spin down): 5.8 / 5.9 eV
- Charge: 0
- E: -97906.4187 eV
- 2S+1: 5



No. 3
Computed, not measured: 4 unconnected molecules or ions with the total composition C3H13NO3, with ωB97M-V with the def2-TZVPD basis set.

Geometry as XYZ:
```
20
Properties=species:S:1:pos:R:3:mulliken_charge:R:1
H -1.1739 -0.8106 -0.4128 0.248
H -0.9426 -1.3151 1.3642 0.284
C -0.8387 0.0982 -0.8967 -0.475
H -0.4112 0.9522 -2.8015 0.314
H 1.4553 -2.0682 1.4078 0.319
H 3.1918 0.4112 -1.1595 0.315
H -0.8818 -0.6950 -2.9116 0.346
H 0.5506 0.5569 1.4973 0.220
H 1.8530 0.9078 -1.7279 0.302
H 1.0326 -1.5690 2.7485 0.329
N -0.2306 1.1173 1.2050 -0.411
O 2.6790 1.2107 -1.3399 -0.640
O -1.0304 -1.7664 2.2092 -0.676
O 1.7858 -1.5250 2.1364 -0.661
H -0.8521 2.1740 -0.4413 0.340
H -1.9037 -1.5931 2.5669 0.307
C -0.7286 1.1622 -0.0952 0.304
C -1.1065 0.2230 -2.3832 -1.302
H -0.2931 2.0528 1.5831 0.214
H -2.1549 0.4762 -2.5489 0.322
```

Results
- Molecular weight: 111.1 g mol⁻¹
- Frontier orbital gap: 8.9 eV
- Charge: 0
- E: -10953.4216 eV
- SMILES: C/C=C/N.O.O.O



No. 4
Computed, not measured: C3H4FNO in the gas phase, with ωB97M-V with the def2-TZVPD basis set.

Geometry as XYZ:
```
10
Properties=species:S:1:pos:R:3:mulliken_charge:R:1
C -1.6589 -0.0112 0.0536 -0.237
O 0.8613 -1.7590 -0.1854 -0.518
C 1.5214 -0.7843 0.1198 0.104
H 2.5884 -0.7003 0.3092 0.335
C -0.3964 0.6073 -0.1438 -0.152
F -1.9603 -1.3702 0.0196 -0.223
H 1.3178 1.4302 0.2497 0.318
H -0.6458 1.6109 -0.2809 0.286
H -2.5061 0.6043 -0.0590 0.306
N 0.8787 0.3722 -0.0829 -0.219
```

Results
- Molecular weight: 89.1 g mol⁻¹
- Frontier orbital gap: 8.9 eV
- Charge: 0
- E: -9428.2671 eV
- SMILES: O=CN/C=C\F



No. 5
Computed, not measured: 2 unconnected molecules or ions with the total composition H3N4O2, with ωB97M-V with the def2-TZVPD basis set.

Geometry as XYZ:
```
9
Properties=species:S:1:pos:R:3:mulliken_charge:R:1
O -1.1239 -1.8495 -0.0684 -0.558
N 2.3990 0.8217 0.2316 -0.592
H -2.0391 -0.1398 -0.1574 0.339
H 3.1386 1.3351 -0.2068 0.215
O -2.5087 0.6421 -0.0030 -0.717
N 0.1174 -1.5772 0.0654 -0.059
N 0.4699 -0.3711 -0.1470 0.247
H -1.9733 0.9432 0.7445 0.306
N 1.5202 0.1956 -0.4589 -0.180
```

Results
- Molecular weight: 91.0 g mol⁻¹
- Frontier orbital gap: 7.9 eV
- Charge: -1
- E: -10100.1873 eV



No. 6
Computed, not measured: a molecular structure, C5H14N2O2, with ωB97M-V with the def2-TZVPD basis set.

Geometry as XYZ:
```
23
Properties=species:S:1:pos:R:3:mulliken_charge:R:1
H -1.4340 1.3191 0.8452 0.232
H -0.2777 2.5285 0.4099 0.266
H 1.4338 -2.0517 1.5594 0.342
H 1.2651 0.5019 -2.4970 0.361
O 0.2119 -1.8712 -0.6192 -0.715
H 1.1889 -0.8699 2.8730 0.217
H -1.9039 2.5281 -0.3132 0.352
H 1.7321 -0.8946 -0.7454 0.345
C -0.4955 -1.1403 0.0814 0.449
C -1.0610 1.8986 -0.0016 -0.968
H 2.2098 0.3988 0.2585 0.283
C 0.6895 -1.4787 2.1195 -0.758
C 1.3788 0.9020 -1.4947 -0.696
C -0.5383 1.0607 -1.1583 -0.676
O -0.0082 -0.5752 1.2674 -0.271
H -1.2283 0.3469 -1.6033 0.450
H 1.6974 1.9423 -1.4637 0.440
H -2.2514 -2.0035 -0.4688 0.245
H -0.4803 1.7462 -2.0097 0.430
N -1.8656 -1.3002 0.1379 -0.276
H -2.3588 -0.8991 0.9175 0.237
H -0.0147 -2.1614 2.6006 0.315
N 2.1104 0.0728 -0.6956 -0.605
```

Results
- Molecular weight: 134.2 g mol⁻¹
- Frontier orbital gap: 8.5 eV
- Charge: 0
- E: -12484.9534 eV